[1]
Entry from OMol25: one molecule with the formula C3H8N2O2 at a distorted geometry (wB97M-V/def2-TZVPD).

The geometry in XYZ format:
```
15
Properties=species:S:1:pos:R:3:forces:R:3
N 0.3730 0.3332 -1.9958 0.4 -0.5 0.0
C 1.2789 0.0815 -0.9786 -0.8 -0.6 0.3
O 2.3190 -0.5145 -1.1756 0.2 0.4 0.0
N 0.8379 0.3992 0.2923 0.3 0.7 0.0
C -0.5217 0.6915 0.7273 0.4 -0.8 -0.4
C -1.1462 -0.5899 1.2713 -0.2 0.3 1.2
O -2.4736 -0.2964 1.7011 -0.4 0.1 -0.4
H -0.1659 1.1805 -2.0108 0.0 0.0 0.0
H 0.7281 -0.0166 -2.8738 -0.2 0.3 0.0
H 1.5777 0.6449 0.9271 0.1 -0.4 0.0
H -1.1119 1.0781 -0.0988 -0.2 0.2 0.2
H -0.4667 1.3902 1.5560 -0.2 0.4 -0.2
H -1.0618 -1.4394 0.5966 -0.1 0.1 -0.3
H -0.6043 -0.8212 2.1964 0.3 -0.3 -0.3
H -3.0849 -1.0243 1.5525 0.3 0.0 -0.1
```
Positions in Å, forces in eV/Å.

Properties
Largest force on an atom, eV/A: 1.24
SMILES: NC(=O)NCCO
E_HOMO, hartree: -0.3509
Kohn-Sham gap, eV: 10.36
Relative energy (zero: lowest compared OMol25 entry of this formula, charge and spin), kcal/mol: 16.70

Here is what Mulliken gives for the atomic charges, in e: -0.421, 0.440, -0.624, -0.137, -0.458, -0.389, -0.520, 0.214, 0.241, 0.230, 0.237, 0.301, 0.354, 0.225, 0.308

=====

[2]
Entry from OMol25: C9H6Br2Cl5IrNO2 as an isolated structure at a distorted geometry (wB97M-V/def2-TZVPD).

The geometry in XYZ format:
```
26
Properties=species:S:1:pos:R:3:forces:R:3
Ir -0.3034 0.7471 0.2783 -1.8 -0.9 0.3
N -2.4113 0.9281 0.9952 1.7 0.9 -0.1
C -3.3022 -0.0857 0.4135 0.3 -0.5 -0.6
C -2.5651 -0.9405 -0.6170 -1.5 0.9 0.9
O -3.1629 -1.7906 -1.1958 0.7 -0.3 -0.4
O -1.2831 -0.6467 -0.7314 2.1 0.5 -0.6
H -2.3166 0.8378 2.0007 -0.2 0.1 0.0
H -2.7109 1.8713 0.7739 -0.1 0.0 0.2
H -4.1382 0.3600 -0.1185 -0.1 0.2 0.3
H -3.6609 -0.7899 1.1602 -0.1 0.2 0.2
Br 1.8899 -0.2798 -1.5299 -0.3 0.3 0.3
C 2.2270 -1.6953 -0.2724 0.1 -0.1 0.0
Br 1.2065 -1.3696 1.3302 0.4 -0.6 0.4
H 3.2758 -1.6989 -0.0052 0.0 0.0 0.0
H 1.9107 -2.6368 -0.7030 -0.1 0.0 0.0
Cl 0.5948 2.3618 2.5435 -0.2 -0.6 -0.1
C 1.1080 3.1113 1.0627 -0.1 0.1 -0.1
C 0.5808 2.5423 -0.0724 -0.7 -0.3 -0.4
C 0.9206 3.0792 -1.3000 -0.2 0.0 -0.2
Cl 0.2112 2.3970 -2.7143 0.0 0.0 0.0
C 1.8238 4.1379 -1.3842 0.0 0.0 0.1
Cl 2.2946 4.7389 -2.9110 0.0 0.0 0.0
C 2.3630 4.6831 -0.2121 -0.1 0.0 0.0
Cl 3.4747 5.9740 -0.3002 0.0 0.0 0.0
C 1.9912 4.1747 1.0357 0.1 0.1 -0.1
Cl 2.6244 4.8159 2.4859 -0.1 0.0 0.0
```
Positions in Å, forces in eV/Å.

Properties
Net charge: +1
Largest force on an atom, eV/A: 2.24
E_HOMO (alpha / beta), hartree: -0.4482 / -0.4484
Kohn-Sham gap (alpha / beta), eV: 6.47 / 6.44
Relative energy (zero: lowest compared OMol25 entry of this formula, charge and spin), kcal/mol: 34.63

Here is what Mulliken gives for the atomic charges, in e: 0.678, -0.585, -0.361, 0.569, -0.525, -0.550, 0.361, 0.343, 0.327, 0.299, 0.013, -0.425, -0.035, 0.389, 0.368, -0.165, 0.879, -0.747, 0.551, -0.092, -0.091, -0.139, 0.524, -0.141, -0.294, -0.152

=====

[3]
Entry from OMol25: one molecule with the formula CH4N2O2 at a distorted geometry (wB97M-V/def2-TZVPD).

The geometry in XYZ format:
```
9
Properties=species:S:1:pos:R:3:forces:R:3
O -0.9696 -0.9713 -0.2111 -6.4 -5.2 -1.6
N 0.1370 -1.4191 0.3253 4.3 3.4 1.8
C 0.7386 -0.3001 0.5879 -2.3 -0.4 -0.9
N 0.1179 1.0179 0.3788 3.7 -0.6 2.4
O 0.1793 1.4252 -0.9473 -4.3 0.1 -2.0
H -1.4641 -1.8957 -0.0653 0.3 3.4 -1.3
H 1.5260 -0.2848 1.2106 3.1 -0.2 1.7
H 0.8834 1.6476 0.6865 -0.9 -0.5 0.9
H -0.8388 1.5103 -1.0208 2.5 0.1 -1.1
```
Positions in Å, forces in eV/Å.

Properties
Largest force on an atom, eV/A: 8.36
SMILES: O/N=C\NO
E_HOMO, hartree: -0.3405
Kohn-Sham gap, eV: 10.06
Relative energy (zero: lowest compared OMol25 entry of this formula, charge and spin), kcal/mol: 110.24

Here is what Mulliken gives for the atomic charges, in e: -0.308, -0.448, 0.065, -0.371, -0.386, 0.397, 0.379, 0.305, 0.367

=====

[4]
Entry from OMol25: C25H17F4FeN7O2S2Se4 as an isolated structure at a distorted geometry (wB97M-V/def2-TZVPD).

The geometry in XYZ format:
```
62
Properties=species:S:1:pos:R:3:forces:R:3
Fe 2.4175 -0.7493 0.8388 0.3 0.3 -0.3
Se 4.8173 -0.4336 0.7226 0.0 0.2 0.1
Se 5.3621 -2.0408 2.2757 -0.1 -0.1 0.1
Se 4.0174 -1.5579 4.1031 0.2 -0.5 -0.1
Se 2.0038 -0.9291 3.1899 -0.6 0.5 -0.7
C 0.4573 3.2440 0.4467 0.1 0.0 0.0
C 0.7258 1.7423 0.6237 0.0 0.0 -0.1
N 2.1682 1.4247 0.5949 -0.1 -0.1 0.1
C 2.8249 2.1826 1.6797 0.0 0.0 0.0
C 2.6497 3.7006 1.4672 0.0 0.0 0.0
N 1.7915 3.9117 0.2547 0.0 0.0 0.0
C 2.4714 3.3477 -0.9557 0.0 0.0 0.1
C 2.7372 1.8480 -0.7003 0.1 0.0 0.0
H -0.0200 3.6827 1.3207 0.0 0.0 0.0
H -0.1528 3.4633 -0.4272 0.0 0.0 0.0
H 0.2300 1.1759 -0.1579 0.0 0.0 0.0
H 0.3262 1.4164 1.5776 0.0 0.0 0.0
H 3.8770 1.9071 1.7034 0.0 0.0 0.0
H 2.3765 1.8715 2.6208 0.0 0.0 0.0
H 3.5954 4.2079 1.2835 0.0 0.0 0.0
H 2.1453 4.1809 2.3031 0.0 0.0 0.0
H 1.6467 4.9096 0.1209 0.0 0.0 0.0
H 3.3898 3.9118 -1.1066 0.0 0.0 0.0
H 1.8081 3.5130 -1.8021 0.0 0.0 0.0
H 3.8087 1.6536 -0.6880 0.0 0.0 0.0
H 2.2843 1.2536 -1.4875 0.0 0.0 0.0
F 1.8591 -0.8872 -1.7450 0.0 -0.2 0.0
C 0.7034 -1.5259 -2.1020 0.0 0.2 0.1
C -0.3940 -0.7177 -2.2835 0.0 0.0 0.0
F -0.2276 0.6160 -2.1233 0.0 0.0 -0.1
C -1.6487 -1.2299 -2.5575 -0.1 0.0 0.1
C -1.7024 -2.6072 -2.7549 0.0 0.0 0.0
C -0.5894 -3.4159 -2.6106 0.0 -0.1 0.1
F -0.7488 -4.7334 -2.7317 0.0 0.0 0.0
C 0.6517 -2.9145 -2.2045 0.1 -0.1 -0.1
C 1.7886 -3.7420 -1.7973 0.0 0.0 0.1
C 2.3622 -3.2711 -0.6323 -0.1 0.1 -0.1
N 2.6146 -2.6658 0.3307 0.0 0.1 0.1
C 2.1824 -4.9434 -2.4289 0.0 0.1 0.0
N 2.5160 -5.9149 -2.9546 0.0 0.0 0.0
F -2.8837 -3.1809 -2.9840 0.0 0.0 0.0
C -2.8559 -0.3833 -2.3707 0.0 0.0 -0.1
C -3.9683 -0.3686 -3.2636 0.0 0.0 0.0
N -4.8657 -0.3536 -3.9830 0.0 0.0 0.0
C -2.8765 0.2994 -1.2302 -0.1 -0.1 -0.1
N -2.7319 0.8638 -0.1814 0.1 0.1 0.1
O -3.2220 1.0205 3.6423 0.0 0.1 0.0
S -2.4085 1.2044 2.4779 -0.2 0.0 -0.1
O -2.1553 2.5487 2.0096 0.0 0.0 0.0
N -0.9779 0.4276 2.5873 0.4 -0.1 0.0
C -1.0341 -0.6819 1.8590 -0.8 0.0 0.3
S 0.3207 -1.6533 1.4021 0.5 -0.3 0.7
C -2.2368 -1.0551 1.2474 0.2 0.1 -0.1
C -2.7307 -2.3294 0.8470 -0.1 0.1 -0.1
C -4.0518 -2.4632 0.5887 -0.1 0.0 0.0
C -4.9739 -1.3544 0.7926 0.1 -0.1 -0.1
C -4.5652 -0.1228 1.1182 0.1 0.1 0.1
C -3.1032 0.1631 1.1184 -0.1 -0.1 0.0
H -2.0672 -3.1842 0.8308 0.0 0.0 -0.1
H -4.4500 -3.4280 0.3073 0.0 0.0 0.0
H -6.0348 -1.5496 0.6982 0.0 0.0 0.0
H -5.2538 0.6956 1.2798 0.0 0.0 0.1
```
Positions in Å, forces in eV/Å.

Properties
Largest force on an atom, eV/A: 1.01
E_HOMO (alpha / beta), hartree: -0.2633 / -0.2633
Kohn-Sham gap (alpha / beta), eV: 4.05 / 4.10

Here is what Mulliken gives for the atomic charges, in e: -0.167, -0.297, -0.081, -0.128, 0.043, -1.193, 0.856, 1.977, -0.760, -0.733, 0.047, -0.759, -0.547, 0.432, 0.181, -0.826, 0.045, 0.364, 0.382, 0.306, 0.333, 0.289, 0.286, 0.382, 0.643, 0.028, -0.562, 0.668, 0.486, -0.489, 0.615, -0.008, 0.456, -0.335, 0.663, -0.569, 0.828, -0.482, -0.101, -0.578, -0.385, -0.291, -0.026, -0.555, 0.488, -0.336, -0.699, 1.182, -0.661, -0.715, 1.281, -0.156, -0.748, -0.555, -0.648, -0.477, -1.109, 0.886, 0.466, 0.467, 0.427, 0.470

=====

[5]
Entry from OMol25: C18H21N3O4 as an isolated structure at a distorted geometry (wB97M-V/def2-TZVPD).

The geometry in XYZ format:
```
46
Properties=species:S:1:pos:R:3:forces:R:3
C 2.0046 3.1449 -1.2198 -5.6 0.8 -9.2
C 1.4251 1.9941 -0.6326 -6.0 3.6 1.4
N 2.1292 0.9819 -0.5308 -3.2 -4.2 2.5
C 3.3616 0.6168 -0.9968 -2.2 -6.3 0.6
H 4.0003 1.2891 -0.8336 5.4 5.4 1.4
H 3.2625 0.4718 -2.0121 0.3 -0.8 -2.5
C 3.7353 -0.7925 -0.2015 3.9 4.5 -17.9
C 3.8746 -0.6264 1.0439 1.6 -2.9 12.2
H 4.8275 -0.3314 1.4298 0.8 0.3 -0.3
C 3.5635 -2.1289 1.5202 -6.1 4.3 0.2
H 3.0401 -1.9746 2.5438 0.9 -0.9 -1.6
C 2.4107 -2.3196 0.3312 4.6 -8.0 0.3
H 2.4869 -3.6623 0.0841 -1.1 4.1 0.9
H 1.5343 -1.9735 0.7430 -2.4 0.8 0.1
O 2.9574 -1.7523 -0.8590 -1.7 -0.1 3.4
H 4.3265 -2.7647 1.5770 3.0 -2.6 -0.2
H 3.1887 -0.1190 1.6199 -2.0 1.7 0.7
H 4.7801 -0.9182 -0.7191 -1.3 -0.1 1.0
H 1.5627 0.2028 -0.1611 0.3 0.0 0.2
C -0.0772 2.1174 -0.0167 8.5 -8.0 -2.4
C -0.6758 0.9006 0.4093 -1.4 4.5 3.3
O -0.1370 -0.0544 0.8549 3.2 -4.4 -0.7
N -1.9499 1.0869 0.9800 -2.2 -4.4 2.8
C -2.8110 2.1352 0.9891 14.5 0.6 -6.2
O -3.8920 2.2931 0.9667 -13.6 0.6 2.7
N -2.0560 3.1878 0.2274 -4.0 -0.4 2.6
C -0.8358 3.0885 -0.2599 -3.0 15.4 -2.6
O -0.4817 4.5085 -0.7634 -0.6 -6.1 1.2
H -2.7857 3.9655 0.2656 2.6 -0.6 -1.2
C -2.5101 -0.2670 1.5816 -7.2 6.6 -1.8
C -3.1230 -0.9914 0.3841 0.5 0.1 1.8
C -4.4503 -0.8808 -0.1595 4.4 7.5 10.2
C -4.9226 -1.5940 -1.0238 -6.8 -6.1 -8.4
C -4.2310 -2.7897 -1.6199 3.3 5.3 5.8
C -2.9588 -2.9741 -1.1355 -3.8 7.3 3.0
C -2.3477 -1.9278 -0.0904 -0.9 -6.0 -4.8
H -1.3585 -2.3081 0.0525 0.6 0.8 1.1
H -2.3417 -3.6867 -1.3044 3.7 -4.8 -1.7
H -4.6459 -3.2267 -2.3693 -2.6 -3.3 -4.3
H -6.0700 -1.3105 -1.3051 2.8 -1.2 0.3
H -4.9126 -0.1254 0.5570 -0.6 -0.7 -1.9
H -3.4593 0.1834 2.4378 2.9 -1.6 -2.7
H -1.8543 -0.7992 2.0801 3.3 -2.2 2.3
H 2.7364 3.3452 -0.6620 6.0 2.7 4.4
H 1.1670 4.0347 -1.5296 2.0 -2.2 1.6
H 2.5127 2.7509 -2.2732 -1.1 1.0 2.4
```
Positions in Å, forces in eV/Å.

Properties
Largest force on an atom, eV/A: 18.83
E_HOMO, hartree: -0.2902
Kohn-Sham gap, eV: 8.26
Relative energy (zero: lowest compared OMol25 entry of this formula, charge and spin), kcal/mol: 401.95

Here is what Mulliken gives for the atomic charges, in e: -1.769, 0.851, 0.179, -1.553, 0.766, 0.548, 0.015, -0.579, 0.385, -0.881, 0.302, -0.118, 0.318, 0.065, -0.381, 0.441, 0.332, 0.312, -0.120, -0.658, 1.212, -0.737, 0.150, 0.336, -0.399, -0.184, 0.716, -0.857, 0.331, -1.701, 0.731, -0.558, -0.149, -0.800, -0.845, 0.109, 0.309, 0.640, 0.590, 0.162, 0.242, 0.330, 0.705, 0.554, 0.318, 0.344

=====

[6]
Entry from OMol25: C17H21GaN4O6P as an isolated structure (wB97M-V/def2-TZVPD).

The geometry in XYZ format:
```
50
Properties=species:S:1:pos:R:3:forces:R:3
Ga -0.1939 0.5658 0.9384 -0.4 0.3 0.1
O -1.7234 0.0446 -0.1710 0.1 0.0 -0.2
C -2.4318 0.8959 -0.9199 0.1 0.0 0.1
C -3.7588 0.5781 -1.2291 0.0 0.0 0.0
C -4.5455 1.4191 -1.9927 0.0 0.0 0.0
C -4.0323 2.6096 -2.4983 0.0 0.0 0.0
C -2.7159 2.9215 -2.2368 -0.1 0.0 0.0
C -1.9044 2.0970 -1.4504 0.1 0.1 0.0
C -0.4939 2.4301 -1.3506 -0.2 0.0 0.0
N 0.2721 1.8612 -0.5049 0.2 0.1 0.1
N 1.6504 2.0158 -0.6107 -0.2 -0.1 0.0
C 2.2090 0.9351 -0.1485 0.2 0.0 -0.1
O 1.5304 -0.0871 0.3286 0.0 -0.3 -0.1
C 3.6843 0.8281 -0.1704 -0.1 0.0 0.0
C 4.4602 1.8536 -0.7042 0.0 0.0 0.0
C 5.8394 1.7441 -0.7091 0.0 0.0 0.0
C 6.4530 0.6139 -0.1828 0.0 0.0 0.0
C 5.6829 -0.4082 0.3516 0.0 0.0 0.0
C 4.3005 -0.3008 0.3582 0.1 0.0 0.0
H -4.1711 -0.3489 -0.8514 0.0 0.0 0.0
H -5.5708 1.1428 -2.2013 0.0 0.0 0.0
H -4.6448 3.2642 -3.1000 0.0 0.0 0.0
H -2.2824 3.8245 -2.6492 0.0 0.0 0.0
H -0.0540 3.1247 -2.0652 0.0 0.0 0.0
H 3.9715 2.7284 -1.1093 0.0 0.0 0.0
H 6.4402 2.5430 -1.1215 0.0 0.0 0.0
H 7.5315 0.5338 -0.1859 0.0 0.0 0.0
H 6.1598 -1.2829 0.7724 0.0 0.0 0.0
H 3.6901 -1.0777 0.7963 0.0 0.0 0.0
N 0.8274 -3.1768 -0.3718 0.1 -0.1 0.1
C -0.4102 -2.3565 -0.6002 -0.1 0.1 -0.2
P -1.1500 -2.2832 1.0774 0.3 -0.4 0.2
O -0.9566 -3.6943 1.5914 -0.1 0.3 -0.1
O -0.4802 -1.1677 1.8343 0.0 0.1 0.2
C -2.9699 -2.0807 1.1598 -0.1 0.1 -0.1
N -3.3436 -2.9178 2.3543 -0.2 0.0 0.1
H 1.5802 -2.5629 -0.0365 0.0 0.1 0.0
H 1.1460 -3.6585 -1.2126 0.0 0.0 0.1
H 0.5939 -3.8551 0.3807 0.1 -0.1 -0.1
H -1.0540 -2.8605 -1.3181 0.0 -0.1 0.0
H -0.1192 -1.3807 -0.9705 0.0 -0.1 -0.1
H -3.4699 -2.5022 0.2903 0.0 0.1 0.0
H -3.2587 -1.0444 1.3123 0.0 -0.1 0.0
H -4.3081 -3.2489 2.3208 0.1 0.0 0.0
H -3.2091 -2.3900 3.2200 0.0 -0.1 0.0
H -2.6651 -3.7102 2.3570 0.0 0.0 0.0
O -1.5358 1.6081 2.1847 -0.1 0.0 0.0
C -0.5341 1.9845 2.8450 -0.1 -0.1 0.0
O 0.6064 1.5811 2.4936 0.2 0.0 0.0
H -0.6419 2.6476 3.7059 0.0 0.0 0.0
```
Positions in Å, forces in eV/Å.

Properties
Net charge: +1
Largest force on an atom, eV/A: 0.54
E_HOMO, hartree: -0.3850
Kohn-Sham gap, eV: 7.38
Relative energy (zero: lowest compared OMol25 entry of this formula, charge and spin), kcal/mol: 9.18

Here is what Mulliken gives for the atomic charges, in e: 1.345, -0.385, 0.668, -0.617, -0.709, -0.793, -0.769, 0.615, -0.183, 0.664, -0.998, 0.515, -0.453, 0.449, -0.268, -0.668, -0.398, -0.782, -0.346, 0.184, 0.425, 0.410, 0.420, 0.454, 0.461, 0.403, 0.394, 0.405, 0.378, -0.144, -0.622, 1.146, -1.057, -0.692, -0.860, -0.248, 0.142, 0.418, 0.398, 0.527, 0.203, 0.370, 0.357, 0.381, 0.353, 0.330, -0.642, -0.082, -0.573, 0.476

=====

largest force on an atom of number 4 (C25H17F4FeN7O2S2Se4)? 1.01 eV/A

=====

The lowest largest force on an atom belongs to which entry? C17H21GaN4O6P

=====

What did the second record say?
Entry from OMol25: C9H6Br2Cl5IrNO2 as an isolated structure at a distorted geometry (wB97M-V/def2-TZVPD).

The geometry in XYZ format:
```
26
Properties=species:S:1:pos:R:3:forces:R:3
Ir -0.3034 0.7471 0.2783 -1.8 -0.9 0.3
N -2.4113 0.9281 0.9952 1.7 0.9 -0.1
C -3.3022 -0.0857 0.4135 0.3 -0.5 -0.6
C -2.5651 -0.9405 -0.6170 -1.5 0.9 0.9
O -3.1629 -1.7906 -1.1958 0.7 -0.3 -0.4
O -1.2831 -0.6467 -0.7314 2.1 0.5 -0.6
H -2.3166 0.8378 2.0007 -0.2 0.1 0.0
H -2.7109 1.8713 0.7739 -0.1 0.0 0.2
H -4.1382 0.3600 -0.1185 -0.1 0.2 0.3
H -3.6609 -0.7899 1.1602 -0.1 0.2 0.2
Br 1.8899 -0.2798 -1.5299 -0.3 0.3 0.3
C 2.2270 -1.6953 -0.2724 0.1 -0.1 0.0
Br 1.2065 -1.3696 1.3302 0.4 -0.6 0.4
H 3.2758 -1.6989 -0.0052 0.0 0.0 0.0
H 1.9107 -2.6368 -0.7030 -0.1 0.0 0.0
Cl 0.5948 2.3618 2.5435 -0.2 -0.6 -0.1
C 1.1080 3.1113 1.0627 -0.1 0.1 -0.1
C 0.5808 2.5423 -0.0724 -0.7 -0.3 -0.4
C 0.9206 3.0792 -1.3000 -0.2 0.0 -0.2
Cl 0.2112 2.3970 -2.7143 0.0 0.0 0.0
C 1.8238 4.1379 -1.3842 0.0 0.0 0.1
Cl 2.2946 4.7389 -2.9110 0.0 0.0 0.0
C 2.3630 4.6831 -0.2121 -0.1 0.0 0.0
Cl 3.4747 5.9740 -0.3002 0.0 0.0 0.0
C 1.9912 4.1747 1.0357 0.1 0.1 -0.1
Cl 2.6244 4.8159 2.4859 -0.1 0.0 0.0
```
Positions in Å, forces in eV/Å.

Properties
Net charge: +1
Largest force on an atom, eV/A: 2.24
E_HOMO (alpha / beta), hartree: -0.4482 / -0.4484
Kohn-Sham gap (alpha / beta), eV: 6.47 / 6.44
Relative energy (zero: lowest compared OMol25 entry of this formula, charge and spin), kcal/mol: 34.63

Here is what Mulliken gives for the atomic charges, in e: 0.678, -0.585, -0.361, 0.569, -0.525, -0.550, 0.361, 0.343, 0.327, 0.299, 0.013, -0.425, -0.035, 0.389, 0.368, -0.165, 0.879, -0.747, 0.551, -0.092, -0.091, -0.139, 0.524, -0.141, -0.294, -0.152